(1)
Density functional theory data (the ωB97M-V functional and the def2-TZVPD basis) for a single C22H19F2N3O4 molecule at a distorted geometry.

```
50
Properties=species:S:1:pos:R:3
H 0.734 -2.165 -0.742
C 2.762 -3.119 -0.650
C -3.631 3.440 1.830
C 0.467 1.258 0.893
O -0.820 3.475 -0.341
H -2.208 3.285 3.471
H 0.807 -0.329 4.378
H -0.537 2.295 -2.451
C 1.459 -2.839 -1.148
C -0.277 1.043 3.162
C 0.293 -3.757 -3.294
O -0.813 -2.926 -3.025
F 1.405 -1.377 -4.129
C -0.430 1.617 1.900
N 2.504 -2.335 1.564
C 3.364 -2.414 0.517
C 0.389 -0.797 -3.447
C 1.599 -0.259 2.392
C -2.552 2.693 2.614
C -1.656 -0.872 -2.260
N -1.471 2.521 1.656
C -1.634 0.496 -2.092
H -2.504 5.194 1.200
H 0.704 -3.591 -4.298
C -2.821 4.225 0.808
H 2.154 0.082 0.353
H 1.590 -2.752 1.473
C -0.574 1.228 -2.601
C -0.650 -1.576 -2.938
H -0.930 1.314 3.975
H -0.112 -4.774 -3.256
H 1.278 1.112 -3.689
C -1.576 3.379 0.599
O 2.519 -4.289 -2.426
H 0.384 1.702 -0.083
C 1.377 -3.602 -2.277
C 0.438 0.576 -3.279
H -3.336 4.395 -0.135
C 1.465 0.340 1.144
H 3.652 -0.920 2.495
H 2.540 -1.789 3.584
F -2.677 -1.580 -1.739
C 2.642 -1.329 2.598
H -4.287 2.729 1.325
H -4.239 4.073 2.473
H -2.437 0.972 -1.554
H -2.901 1.722 2.971
O 4.462 -1.908 0.506
N 3.368 -3.978 -1.424
C 0.718 0.111 3.396
```

Output
DFT total energy = -41216.762 eV
relative energy (zero: lowest compared OMol25 entry of this formula, charge and spin) = 0.172 eV
net charge = 0
frontier orbital gap = 9.12 eV

(2)
Density functional theory data (the ωB97M-V functional and the def2-TZVPD basis) for 9 unconnected molecules or ions with the total composition C24H70BF4N6O8 at a distorted geometry.

```
113
Properties=species:S:1:pos:R:3
H -0.806 -2.764 -0.607
H 3.345 -0.882 -0.118
C -0.105 4.195 -2.536
C -1.847 0.590 4.900
C -0.381 4.733 -1.134
H -3.657 1.233 0.036
H 2.064 -2.245 4.874
H 0.562 5.789 0.542
H -2.271 1.543 5.218
H -5.169 0.779 -0.784
H -1.962 -1.225 0.034
H 0.123 1.247 4.820
H -0.686 -6.614 -1.178
H 3.460 2.190 5.749
H -2.016 -0.483 -1.203
H -1.752 3.425 -0.609
N -2.499 -1.284 -0.820
C -3.845 -0.962 -0.418
H 3.406 3.835 1.957
H 2.745 1.778 0.204
H 3.195 2.106 -3.024
H -1.712 -4.844 -0.319
H 1.146 -0.522 3.517
C 3.193 2.944 2.547
H 0.787 -5.720 -1.283
H -0.349 -1.414 -5.263
N -0.308 -3.557 -0.985
O 3.093 0.985 -4.718
H 0.528 4.898 -3.077
C 0.008 -6.020 -0.583
H -1.568 1.891 -3.431
H 2.115 2.914 2.388
H 3.975 2.700 -4.554
H -0.441 -1.157 3.102
H 0.481 3.277 -2.517
H -3.750 0.785 -1.715
C 3.094 2.244 -4.101
C -4.887 -1.740 -1.240
O 3.585 3.170 3.872
O -1.006 -5.456 2.184
H 2.003 2.624 5.288
H -7.555 -2.300 0.723
C 1.977 0.125 -4.262
C 0.127 -0.649 3.882
H 2.713 -2.789 -5.809
C -0.443 -4.406 1.375
F 1.149 1.341 0.600
H 1.686 4.897 -0.375
C -6.579 -2.593 0.338
H 2.229 2.829 -4.414
H -0.031 1.618 2.452
F 0.089 -0.642 0.548
C 2.915 2.269 4.808
H -0.816 -3.412 1.620
H -2.970 -4.881 1.755
H -6.592 -3.620 -0.028
H -2.882 -6.161 3.022
H 0.834 -3.222 5.786
C 5.223 1.332 2.271
H 0.541 -2.828 -5.217
H -6.000 -2.457 1.251
B 0.628 0.313 -0.193
C 0.508 -1.846 -4.746
H 1.038 6.352 -1.168
F -0.339 0.950 -0.922
N 2.859 -2.113 -5.072
O -6.258 -1.624 -0.725
H -1.174 5.385 -4.703
H -1.368 0.742 2.319
H 0.412 -6.661 0.201
H 5.385 1.384 3.347
H -2.596 0.175 4.225
H -1.208 0.736 -2.521
N -0.936 3.794 -0.143
H -4.937 -1.348 -2.255
H -4.071 -1.171 0.628
H 2.531 -2.682 -4.305
H -1.773 -0.056 5.774
H -2.868 4.991 -4.015
H -0.309 3.003 -0.104
H 3.225 0.780 2.300
H 0.693 -3.252 4.144
C 1.790 -1.104 -5.158
H 1.092 0.758 -4.312
H -2.315 -4.543 3.400
C 3.736 1.671 1.935
N 3.719 1.850 0.461
C -2.405 -5.277 2.599
H -1.078 5.570 -1.172
C -4.102 0.570 -0.706
H -1.834 6.057 -3.183
C 1.027 -2.574 4.930
N -0.867 1.350 2.952
C -0.564 0.679 4.194
H 2.796 1.284 4.358
H 5.845 2.124 1.853
H 0.669 -3.324 -0.876
C 0.807 5.532 -0.488
O 0.160 -1.455 5.062
H 5.572 0.383 1.864
H 2.014 -0.057 -3.188
O -1.342 4.000 -3.233
H 0.361 -1.917 -3.668
H 1.811 -0.941 -6.236
H -4.680 -2.805 -1.129
H 4.138 0.995 0.124
C -1.810 5.188 -3.840
H 4.379 -1.640 -0.922
O 4.210 -1.284 -0.049
H 0.635 -4.365 1.532
C -0.642 -4.717 -0.151
O -1.695 0.950 -3.317
F 1.620 -0.244 -1.044
```

Output
DFT total energy = -62894.588 eV
relative energy (zero: lowest compared OMol25 entry of this formula, charge and spin) = 2.469 eV
net charge = -1
frontier orbital gap = 9.06 eV

(3)
Density functional theory data (the ωB97M-V functional and the def2-TZVPD basis) for a molecular structure, C16H24HgO12P at a distorted geometry.

```
54
Properties=species:S:1:pos:R:3
C 2.504 4.565 3.317
C -2.344 -1.021 3.137
O 4.974 -3.060 -0.124
C 3.651 5.873 4.892
O 3.234 -2.021 -1.090
O 2.143 4.014 2.313
C 5.661 -4.338 -0.226
O -0.319 5.336 -5.232
H 6.509 -4.392 -0.908
O 0.305 3.014 -4.706
H -3.633 -0.938 5.638
C -3.711 -1.288 -4.886
C -1.881 -1.065 4.507
C 2.906 4.783 5.596
O -1.835 -0.428 2.251
C -5.435 -2.207 -6.078
H 5.141 -5.920 -1.566
H 3.577 4.240 6.262
C -4.984 -0.938 -6.846
H 4.096 -6.002 -0.108
H 3.887 -4.389 -2.628
C 4.559 -5.346 -0.845
C 3.637 -4.399 -1.568
H 5.982 -4.843 0.685
C 3.014 5.899 3.557
O -2.760 -1.202 -4.066
O 0.518 4.546 -3.174
H -4.564 -1.296 -7.786
H 2.117 6.494 3.388
H -6.468 -2.037 -5.776
H -3.478 -3.413 4.108
H 3.644 6.162 2.708
H 2.591 -4.678 -1.442
C -3.019 -1.739 5.226
C 3.845 -3.046 -0.876
O -1.713 3.774 -3.406
H -5.857 -0.293 -6.955
H -1.620 -0.061 4.844
C -3.951 -0.288 -5.973
H 3.594 6.746 5.542
H -4.367 0.620 -5.539
H -2.764 -2.272 6.142
H 1.996 5.098 6.106
H -5.357 -3.115 -6.676
H -1.054 -1.733 4.745
C -3.845 -2.389 4.176
H -4.914 -2.282 4.357
O -3.408 -1.841 2.994
O -4.619 -2.232 -4.921
P -0.539 4.206 -4.266
H -3.045 -0.105 -6.550
Hg 0.213 1.601 -1.704
O 2.460 3.945 4.538
H 4.728 5.703 4.891
```

Output
DFT total energy = -55012.523 eV
relative energy (zero: lowest compared OMol25 entry of this formula, charge and spin) = 3.944 eV
net charge = -1
frontier orbital gap = 5.28 eV

(4)
Density functional theory data (the ωB97M-V functional and the def2-TZVPD basis) for a single C5H8OS molecule at a distorted geometry.

```
15
Properties=species:S:1:pos:R:3
H -1.693 0.267 -0.893
H 1.476 2.239 0.242
H -0.092 -0.996 1.484
C -0.209 -0.731 0.440
H -0.991 2.561 0.518
H 0.328 -3.123 0.148
O 1.202 -0.105 -1.508
C 0.756 1.436 0.215
C -0.542 1.592 0.360
H 0.802 -0.941 -1.839
H 2.001 -0.425 0.358
C 1.077 -0.027 -0.112
S -0.568 -2.332 -0.449
C -1.344 0.298 0.164
H -2.202 0.286 0.872
```

Output
DFT total energy = -18196.582 eV
relative energy (zero: lowest compared OMol25 entry of this formula, charge and spin) = 0.720 eV
net charge = 0
frontier orbital gap = 10.26 eV

(5)
Density functional theory data (the ωB97M-V functional and the def2-TZVPD basis) for a molecular structure, C3H2IN2O6S2 at a distorted geometry.

```
16
Properties=species:S:1:pos:R:3
S -0.565 1.472 0.222
N 1.914 -0.397 1.136
H -0.726 -0.797 0.924
S 2.031 0.597 -0.295
H -0.402 -0.733 -0.829
C -0.953 -0.281 -0.010
O 1.670 -2.710 0.615
O -3.284 -0.118 0.532
C 1.852 -1.592 0.876
N 0.996 1.770 -0.112
O 1.782 -0.278 -1.417
O -1.400 2.153 -0.737
O -0.860 1.784 1.595
O 3.357 1.137 -0.245
C -2.444 -0.465 -0.214
I -2.968 -1.541 -2.042
```

Output
DFT total energy = -48180.888 eV
net charge = -1
frontier orbital gap = 8.78 eV

(6)
Density functional theory data (the ωB97M-V functional and the def2-TZVPD basis) for 9 unconnected molecules or ions with the total composition C29H36BF9NO30P2S at a distorted geometry.

```
109
Properties=species:S:1:pos:R:3
O -6.656 0.665 -2.892
F 7.087 2.208 6.264
C 3.589 4.678 8.118
H 7.728 -0.173 5.865
P -3.761 1.447 3.876
C 7.469 -0.029 6.910
O -7.579 -6.966 -6.810
O -6.470 2.832 1.112
H -7.453 1.519 -4.594
O -1.454 3.176 4.201
H 0.186 2.238 5.946
C -7.166 0.535 -4.217
H -0.130 2.599 2.817
H 2.581 5.098 8.147
C -8.129 1.347 0.616
C -7.222 2.375 0.008
O 5.378 0.882 6.886
O 4.543 5.737 8.057
O -4.570 0.938 -2.087
H -0.094 -5.045 -8.501
H 2.064 0.434 6.294
C -6.677 -7.222 -5.824
H 6.800 1.637 8.167
H -3.147 2.510 6.327
H 6.275 1.664 0.512
H 3.704 1.588 5.107
O -6.375 -8.311 -5.461
H 13.135 0.627 6.766
O -6.069 -1.243 -9.654
H 0.921 -4.301 -11.308
H 13.182 -0.041 4.425
C 12.370 -0.085 6.460
C 5.260 1.296 0.691
O -6.156 -6.068 -5.311
C 3.908 2.370 -0.702
C 0.381 -4.952 -10.615
O -1.199 -3.676 -9.583
H 0.795 -3.589 -8.983
H -9.039 1.786 1.035
H -3.081 -2.170 -8.912
H -8.409 0.566 -0.090
C 4.392 2.229 1.481
F -4.352 0.091 -10.244
H 4.957 2.810 2.208
H 3.740 4.065 9.006
O -4.885 0.515 -4.281
H 0.515 3.850 4.107
O 4.287 4.953 5.961
H -3.794 2.068 2.583
S -3.985 -0.522 3.743
C -6.151 -2.562 -9.326
H -7.895 -5.201 -7.871
H 3.581 1.715 2.000
F 13.346 -1.861 5.255
O -2.836 -4.117 -11.072
H -6.549 1.984 -0.757
H 1.474 -0.467 4.266
H -4.697 -0.448 -8.341
C 6.719 1.248 7.147
C -4.740 -0.855 -9.354
O 6.517 -1.017 7.304
C -1.748 -4.333 -10.642
O -0.973 0.936 4.637
O 11.368 -0.992 4.621
N 3.034 1.541 4.337
C -0.052 2.902 3.899
C -6.408 1.778 1.978
H -8.640 -5.281 -6.263
O -4.921 -3.116 -9.162
C -7.759 -5.552 -6.849
F -6.686 -3.891 -5.559
O 4.265 -1.028 7.352
H -4.808 1.946 4.707
F 5.317 0.070 1.267
C 0.169 1.730 4.943
F 1.072 -6.102 -10.439
C -6.484 -5.051 -6.239
F 2.740 3.367 6.360
C 4.862 5.908 6.743
C -5.994 -0.045 -4.953
C -3.967 -2.125 -9.542
C 12.659 -0.701 5.122
H -5.664 -4.923 -6.949
H 8.377 -0.097 7.509
O 3.849 3.070 0.458
H -5.933 -1.136 -4.916
C 0.046 -4.313 -9.299
H 4.646 3.173 6.931
C 5.286 -0.448 7.194
O -2.365 1.949 6.207
O 3.446 2.741 -1.734
H -8.038 -0.117 -4.239
F -7.933 3.420 -0.497
O -5.642 1.702 2.883
O 4.572 1.187 -0.541
O 9.439 0.169 4.786
P 1.767 0.762 4.933
O -7.328 0.823 1.669
F -5.971 0.370 -6.248
O 11.124 0.567 6.229
O 5.559 6.779 6.334
H -3.670 -2.285 -10.575
O -7.174 -3.155 -9.189
C 3.865 3.930 6.847
H 12.249 -0.832 7.247
C 10.536 -0.064 5.175
B -2.063 1.939 4.740
C -5.297 0.729 -2.997
O -0.893 -5.263 -11.151
```

Output
DFT total energy = -148120.198 eV
net charge = -1
frontier orbital gap = 4.71 eV

(7)
Density functional theory data (the ωB97M-V functional and the def2-TZVPD basis) for a single C3H3Cl3F2 molecule at a distorted geometry.

```
11
Properties=species:S:1:pos:R:3
Cl -2.034 -0.132 -1.186
Cl -2.331 1.008 1.351
F 0.656 1.206 1.352
Cl -1.071 -1.581 1.133
C 0.199 0.640 0.196
C -1.149 0.013 0.330
H 1.239 -1.376 0.045
H 2.305 -0.064 -0.552
C 1.193 -0.469 -0.499
F 0.820 -0.773 -1.733
H 0.175 1.527 -0.438
```

Output
DFT total energy = -46160.772 eV
relative energy (zero: lowest compared OMol25 entry of this formula, charge and spin) = 1.198 eV
net charge = 0
frontier orbital gap = 11.52 eV

(8)
Density functional theory data (the ωB97M-V functional and the def2-TZVPD basis) for 3 unconnected molecules or ions with the total composition C3H5N3O at a distorted geometry.

```
12
Properties=species:S:1:pos:R:3
N -1.819 1.406 -0.505
N 0.913 -0.632 -0.509
H -1.529 2.383 -0.316
H 0.661 1.407 0.453
O -2.692 -1.236 -0.371
C 2.265 -0.429 -0.265
H -1.191 -1.736 1.226
H 3.090 0.216 0.739
H 2.906 -1.133 -1.359
C -1.655 -1.020 0.320
C -1.141 0.398 0.048
N 0.191 0.376 0.540
```

Output
DFT total energy = -9702.066 eV
relative energy (zero: lowest compared OMol25 entry of this formula, charge and spin) = 8.517 eV
net charge = 0
frontier orbital gap = 9.14 eV

(9)
Density functional theory data (the ωB97M-V functional and the def2-TZVPD basis) for a molecular structure, C7H14FN4 at a distorted geometry.

```
26
Properties=species:S:1:pos:R:3
H -0.042 -1.934 -2.797
C 1.739 -1.661 1.481
C 1.532 -2.659 0.524
H -0.362 0.561 0.151
N 1.094 0.417 2.561
H -0.835 3.973 -0.161
C 0.988 -0.470 1.495
N 0.924 -2.480 -0.635
H 0.795 3.124 -0.535
N -0.737 1.881 0.088
H 1.930 -3.586 0.528
C -0.156 3.243 0.054
F -2.289 -0.401 -0.768
H 0.410 3.508 1.039
H 2.376 -2.019 2.239
H -2.248 -2.177 -1.705
H -0.251 -0.050 -2.480
H -2.571 -0.496 -2.665
C -0.369 -1.030 -2.030
H -1.551 2.057 0.676
H -1.081 1.689 -0.843
C 0.305 -1.341 -0.796
H 1.680 0.307 3.317
N 0.313 -0.343 0.245
C -1.897 -1.087 -1.920
H 0.302 0.971 2.939
```

Output
DFT total energy = -16155.611 eV
relative energy (zero: lowest compared OMol25 entry of this formula, charge and spin) = 0.036 eV
net charge = +1
frontier orbital gap = 9.70 eV

(10)
Density functional theory data (the ωB97M-V functional and the def2-TZVPD basis) for a single C27H22N2O6 molecule.

```
57
Properties=species:S:1:pos:R:3
H -0.972 -1.148 -0.965
H -1.261 -3.937 -0.988
C -4.647 1.935 0.739
C 8.010 -0.302 -1.063
H 6.824 2.888 -1.073
O 4.006 -1.799 0.326
O -5.826 1.735 0.654
C 1.392 1.342 -0.043
C -2.050 -1.212 -1.010
H -5.389 2.991 -1.532
C -4.165 -0.191 -1.531
C 6.880 -0.993 -0.636
H -1.984 2.534 1.360
O -2.280 -0.430 2.372
H -2.578 -4.382 0.100
H -2.259 0.785 -1.724
H -4.098 2.681 2.666
C 4.376 1.623 -0.174
H -0.182 -2.598 0.742
C -1.010 -3.239 1.034
C 4.406 -0.690 0.091
C -0.349 0.600 1.445
C 5.726 1.130 -0.530
C 0.078 1.388 0.380
N 3.648 0.484 0.188
H -4.150 0.907 2.539
O -5.959 0.817 -2.707
H 6.885 -2.065 -0.512
H -3.779 2.725 -2.265
H 8.916 -0.849 -1.277
C 6.846 1.817 -0.954
H -0.620 2.017 -0.154
C 5.744 -0.257 -0.372
O -3.872 2.303 -0.291
H -4.582 -3.365 -0.445
C -1.891 -3.578 -0.169
C 0.564 -0.241 2.075
C -4.804 -1.381 -1.186
C -4.982 0.939 -2.010
C -2.776 -0.117 -1.431
H 2.587 -0.926 2.172
N -2.428 1.749 1.807
C 7.993 1.076 -1.219
C -2.684 -2.394 -0.641
C 1.885 -0.277 1.674
C -1.767 0.567 1.904
H 8.886 1.583 -1.552
H 0.221 -0.860 2.889
H -1.593 -2.718 1.789
C -4.515 2.332 -1.560
C 2.301 0.517 0.610
H -0.600 -4.149 1.465
C -3.846 1.826 2.029
O 3.957 2.750 -0.169
C -4.071 -2.457 -0.729
H 1.716 1.947 -0.874
H -5.880 -1.433 -1.263
```

Output
DFT total energy = -43623.447 eV
relative energy (zero: lowest compared OMol25 entry of this formula, charge and spin) = 0.619 eV
net charge = 0
frontier orbital gap = 8.39 eV

(11)
Density functional theory data (the ωB97M-V functional and the def2-TZVPD basis) for a molecular structure, ClH3NOPS at a distorted geometry.

```
8
Properties=species:S:1:pos:R:3
P 0.453 0.185 0.481
H -1.256 -1.219 0.839
Cl 1.441 -1.653 1.263
H -0.490 0.467 -1.556
O -0.949 -0.335 1.022
H 1.084 -0.111 -1.808
S -0.545 2.808 0.955
N 0.263 -0.143 -1.194
```

Output
DFT total energy = -36231.424 eV
relative energy (zero: lowest compared OMol25 entry of this formula, charge and spin) = 3.893 eV
net charge = 0
frontier orbital gap (alpha / beta) = 6.93 / 6.71 eV

Look up the net charge of the tenth one. 0

net charge of number 10 (C27H22N2O6)? 0

Which of these has the lowest DFT total energy? C29H36BF9NO30P2S